{"formula": "C50H48BIN10O2Ti", "method": "the ωB97M-V functional and the def2-TZVPD basis", "total_charge": -1, "s2": 0.777, "homo_lumo_gap_ha": [0.2144, 0.2470], "multiplicity": 2, "homo_ev": [-3.5302, -4.6725], "largest_force_ev_per_a": 1.16, "symbols": ["C", "H", "C", "C", "H", "C", "N", "H", "H", "H", "C", "H", "H", "H", "H", "C", "H", "H", "H", "H", "H", "C", "C", "H", "N", "H", "H", "C", "H", "H", "H", "H", "H", "N", "H", "N", "C", "H", "C", "C", "C", "C", "H", "N", "H", "N", "C", "C", "C", "O", "I", "C", "C", "C", "C", "H", "C", "H", "C", "C", "C", "H", "H", "C", "C", "H", "C", "C", "H", "O", "C", "C", "N", "H", "B", "Ti", "C", "C", "C", "C", "H", "C", "H", "N", "H", "H", "C", "C", "H", "C", "H", "C", "H", "C", "C", "C", "C", "H", "C", "N", "H", "C", "N", "C", "H", "H", "C", "H", "H", "H", "C", "C", "H"], "positions_angstrom": [[-3.7086, 2.4622, 0.3944], [-3.9223, -2.2527, 3.5947], [-3.1945, 2.0733, -3.9055], [-0.3089, -1.2132, 5.8797], [2.1871, -1.5994, 3.0781], [3.4028, -3.0529, 0.2701], [-0.4392, -0.9252, 2.1929], [5.7736, -0.5679, 1.4819], [1.7205, -3.1748, -2.9025], [3.8629, 2.4579, -2.9347], [2.5917, -2.2123, 1.0564], [-0.7746, -1.7960, 6.6658], [-6.0308, -1.3362, 0.8917], [3.4712, 3.5762, 0.0829], [1.9427, 1.2517, 5.3844], [2.7998, -2.2255, 2.4463], [0.0956, 3.8275, 0.7554], [4.9890, -4.4841, 0.2110], [1.8105, -1.8013, -2.0309], [-5.0656, -3.5131, 1.3888], [-3.7450, 2.7235, -0.6598], [-1.2472, 4.0725, -1.5226], [2.7068, 1.4407, -1.3376], [-4.5687, 2.9162, 0.8872], [-4.9583, 0.4046, 0.6245], [1.2666, 1.1414, -5.3378], [0.7156, -5.4758, 1.4910], [5.5813, 1.5529, 1.8022], [-2.2723, -1.9444, -5.3485], [-2.6576, 1.8011, -4.8169], [-1.2831, -6.9533, 1.4727], [5.3485, -4.4590, 2.6659], [-2.7818, 2.8719, 0.7948], [-1.2425, 2.0904, -2.3454], [0.9562, -0.0936, 7.2233], [-0.6010, 2.9192, -1.4955], [0.6563, -0.2647, 6.1984], [-3.9984, 2.7559, -4.1788], [-1.2129, -2.5622, -1.5922], [1.5487, 2.0267, -4.7680], [-0.6986, -1.4301, 4.5728], [-0.6397, 7.5122, -0.1008], [-3.1788, -4.3001, -1.2956], [0.9797, 1.0214, -2.5497], [-1.4609, -2.1681, 4.3637], [1.9281, -2.1838, -2.9697], [1.8360, 1.6863, -3.3449], [-1.5477, -1.6705, 1.8803], [0.0809, 7.2071, 1.0454], [-1.3857, 0.7815, 0.5058], [1.6409, 1.4357, 2.3489], [-2.2880, 2.7314, -2.9254], [-2.6704, -1.0829, 1.2423], [-0.8048, 5.1642, -0.6433], [-2.5633, 0.2475, 0.7457], [-0.8573, 8.5446, -0.3468], [-1.8317, -1.0697, -4.8706], [0.8991, 5.6275, 2.2507], [4.9412, 2.7169, 1.4011], [-1.0785, 6.4969, -0.9389], [4.3807, -3.8481, 0.8443], [0.7353, 2.7497, -4.8471], [0.4216, 7.9983, 1.7018], [3.6804, 1.4659, -0.2297], [-0.0913, 4.8648, 0.5168], [-2.5284, -0.2406, -4.9680], [-2.3153, -4.5708, -0.7003], [-1.2041, -3.7252, -0.6799], [-3.3349, -3.7016, 1.6493], [-4.4428, -2.9850, 3.2469], [-0.1158, -0.7204, 3.4958], [-1.2591, -6.0565, 0.8660], [-0.9914, -0.6041, -2.5243], [5.1642, 3.6568, 1.8907], [-0.4994, 0.8395, -2.8864], [0.2831, -0.3257, 0.3032], [2.9612, 1.9706, -2.6059], [5.2877, 0.3498, 1.1733], [4.3535, 0.3122, 0.1522], [4.5828, -3.8376, 2.2183], [-3.2240, -6.3563, 0.0520], [-1.5423, -1.4166, -3.4486], [-3.0641, 4.7699, -2.6463], [-0.7600, -1.3180, -1.3704], [-0.6036, 0.8732, -4.0781], [0.7537, -3.4455, 0.1137], [1.2121, 0.4820, 5.1680], [-3.7609, 0.9818, 0.5907], [4.1146, -0.6206, -0.3330], [-5.0338, -0.9031, 0.8922], [2.9111, -2.0990, -3.2020], [-0.1155, -4.0786, 0.1080], [-2.1312, -3.5289, -3.3646], [-0.1447, -5.2307, 0.8800], [-3.9572, -1.6857, 1.2465], [3.9927, 2.6757, 0.3881], [-2.3274, 4.0142, -2.4282], [2.4412, 2.4611, -5.2174], [0.3510, 5.8781, 1.3497], [1.6315, -1.4171, 0.4744], [3.2430, -3.0710, -0.7996], [3.7837, -3.0225, 3.0100], [1.4969, 0.8789, -1.2996], [-2.3440, -5.7252, 0.0659], [-1.6574, -2.6508, 2.3366], [3.9216, -3.0049, 4.0849], [-4.1844, -3.0454, 1.8342], [-3.6433, 1.1682, -3.4902], [-1.6267, 6.7386, -1.8420], [6.3065, 1.5829, 2.6059], [0.8268, 0.2604, 3.8595], [-1.7311, -2.6535, -2.8834], [-0.9175, -0.8095, -5.4034]], "lowdin_spin": [-0.001, 0.001, 0.000, -0.001, 0.000, -0.001, 0.121, 0.000, 0.000, 0.000, -0.001, -0.001, -0.003, 0.000, -0.001, -0.001, 0.000, 0.000, 0.000, 0.001, 0.000, 0.000, 0.001, 0.000, 0.085, 0.000, 0.000, 0.000, 0.000, 0.000, 0.000, 0.000, 0.000, 0.000, 0.002, 0.000, 0.027, 0.000, 0.003, 0.000, 0.026, 0.000, 0.000, 0.000, 0.004, 0.000, 0.000, 0.308, 0.000, 0.073, 0.002, 0.000, 0.021, 0.000, 0.082, 0.000, 0.000, 0.000, 0.000, 0.000, 0.000, 0.000, 0.000, 0.000, 0.000, 0.000, 0.001, 0.007, 0.000, 0.007, 0.024, 0.000, 0.001, 0.000, 0.000, 0.101, 0.000, 0.000, 0.000, -0.001, 0.000, 0.002, 0.000, 0.003, 0.000, 0.000, -0.001, 0.023, 0.000, -0.016, 0.000, 0.005, 0.000, 0.004, 0.058, 0.000, 0.000, 0.000, 0.000, -0.013, 0.000, 0.000, -0.001, 0.002, 0.013, 0.000, 0.006, 0.000, 0.000, 0.000, 0.022, 0.001, 0.000]}